No. 1
{
  "formula": "C9H7Cl9O4",
  "method": "the ωB97M-V functional and the def2-TZVPD basis",
  "species": ["O", "C", "Cl", "Cl", "Cl", "C", "H", "H", "C", "O", "H", "C", "Cl", "Cl", "C", "O", "C", "H", "C", "Cl", "C", "H", "O", "Cl", "Cl", "C", "H", "H", "Cl"],
  "positions_angstrom": [[-2.603, -0.348, 3.799], [0.939, 1.756, 4.308], [2.652, 0.946, -6.718], [6.243, -7.445, -3.842], [0.880, 1.091, -4.397], [0.757, 0.709, 3.277], [0.559, 3.487, 5.810], [1.623, 0.461, 2.681], [-1.544, 0.148, 4.034], [1.973, 2.382, 4.376], [-1.972, 1.355, 5.925], [-6.265, 4.223, -3.646], [-6.585, 2.511, -3.357], [-7.455, 5.101, -2.775], [-1.294, 1.070, 5.134], [-0.093, 2.821, 6.041], [-0.194, 1.817, 5.194], [2.052, -0.708, -5.421], [-0.308, -0.099, 3.184], [3.327, -6.792, -3.887], [4.726, -7.273, -2.843], [-5.275, 4.494, -3.279], [-0.386, -1.131, 2.340], [4.976, -6.016, -1.597], [3.767, 0.499, -4.096], [2.327, 0.310, -5.145], [-0.946, -1.849, 2.643], [4.413, -8.178, -2.323], [-6.297, 4.659, -5.420]],
  "e_above_lowest_ev": 0.957,
  "e_tot_ev": -130336.06306,
  "charge": 0,
  "molar_mass_g_mol": 498.23
}

No. 2
{
  "formula": "C9H7ClO2S",
  "method": "the ωB97M-V functional and the def2-TZVPD basis",
  "species": ["C", "H", "O", "C", "C", "H", "H", "S", "C", "H", "H", "O", "C", "C", "H", "H", "C", "Cl", "C", "C"],
  "positions_angstrom": [[-0.713, 1.140, 0.059], [-2.571, -2.198, 0.407], [2.253, -2.587, -1.155], [-0.028, -0.063, 0.067], [-2.175, -1.219, 0.209], [-0.038, 1.965, 0.065], [4.305, 0.444, 1.133], [2.242, -2.049, 0.222], [3.848, 0.086, 0.274], [4.660, 0.092, -0.586], [-2.460, 2.229, -0.146], [3.682, -1.265, 0.508], [1.342, -0.390, 0.206], [-2.090, 1.194, -0.086], [-0.477, -2.314, 0.081], [-3.863, 0.209, -0.056], [-2.863, 0.034, 0.064], [2.581, 2.448, -0.282], [2.594, 0.778, 0.007], [-0.790, -1.280, 0.082]],
  "e_above_lowest_ev": 0.000,
  "e_tot_ev": -36894.28689,
  "charge": 0,
  "molar_mass_g_mol": 214.67
}

No. 3
{
  "formula": "C9H7ClO3Re",
  "method": "the ωB97M-V functional and the def2-TZVPD basis",
  "species": ["C", "C", "H", "O", "O", "Re", "C", "O", "Cl", "C", "H", "H", "C", "C", "H", "C", "H", "C", "H", "H", "C"],
  "positions_angstrom": [[1.547, 0.432, -0.347], [-0.123, -0.809, -1.432], [0.635, -2.772, -0.693], [0.443, 1.819, 2.930], [-3.406, -1.006, 1.534], [-0.379, -0.246, 0.696], [0.156, 1.053, 2.096], [0.397, -2.479, 2.733], [-2.524, 1.211, -0.081], [0.119, -1.603, 2.003], [-1.208, 1.819, -1.543], [-0.943, -1.066, -2.085], [0.399, 0.528, -1.223], [0.691, -1.708, -0.647], [2.181, 1.276, -0.106], [-0.117, 1.814, -1.719], [-0.059, 1.968, -2.793], [1.727, -0.922, 0.010], [2.566, -1.316, 0.553], [0.232, 2.677, -1.132], [-2.335, -0.671, 1.247]],
  "e_above_lowest_ev": 0.698,
  "e_tot_ev": -30219.84055,
  "charge": 2,
  "spin_multiplicity": 4,
  "molar_mass_g_mol": 384.81
}

No. 4
{
  "formula": "C9H7F5N4PdS",
  "method": "the ωB97M-V functional and the def2-TZVPD basis",
  "species": ["N", "C", "F", "N", "N", "F", "H", "C", "C", "H", "H", "F", "C", "N", "C", "H", "H", "F", "C", "F", "Pd", "C", "C", "H", "C", "S", "H"],
  "positions_angstrom": [[0.441, 3.382, 4.130], [-1.406, -0.369, 0.153], [3.056, -1.722, -3.070], [-0.817, 0.397, -0.757], [-0.623, 1.182, 1.727], [1.833, -0.641, -0.133], [-2.185, -3.066, -1.741], [0.249, 2.777, 2.975], [1.791, -0.684, -1.389], [1.031, 4.194, 4.208], [-2.413, -2.229, 0.585], [2.182, 0.376, -1.938], [2.252, -2.086, -2.112], [-0.515, 1.698, 2.938], [-0.685, -0.040, -2.032], [-0.277, 0.656, -2.755], [-1.073, -1.606, -3.453], [2.859, -2.754, -1.168], [-1.933, -1.627, -0.177], [1.219, -2.740, -2.570], [0.481, 1.777, 0.168], [-1.802, -2.091, -1.470], [-1.423, 0.195, 1.492], [-2.051, -0.195, 2.284], [-1.169, -1.290, -2.423], [0.993, 3.470, 1.565], [-0.014, 3.037, 4.963]],
  "e_tot_ev": -43288.76249,
  "charge": 2,
  "molar_mass_g_mol": 404.66
}

No. 5
{
  "formula": "C9H7FN2O3",
  "method": "the ωB97M-V functional and the def2-TZVPD basis",
  "species": ["C", "N", "O", "C", "N", "C", "H", "O", "F", "C", "C", "H", "C", "C", "O", "C", "H", "C", "H", "H", "H", "H"],
  "positions_angstrom": [[0.352, 0.662, -1.941], [1.264, 2.034, 1.294], [1.975, 1.270, 1.931], [-0.666, 2.362, -0.084], [1.027, -2.060, 2.936], [0.462, 1.629, 0.254], [2.070, -0.686, 0.708], [1.186, 3.233, 1.525], [1.639, -1.648, -1.024], [-1.503, 1.919, -1.163], [-1.075, 1.034, -2.071], [1.866, -0.085, 2.732], [1.154, 0.987, -3.012], [1.460, -0.574, -0.187], [0.366, -2.990, 3.236], [0.790, 0.499, -0.579], [-2.455, 2.467, -1.236], [1.478, -1.057, 2.779], [0.540, 1.267, -3.900], [2.222, 0.927, -3.025], [-1.664, 0.703, -2.941], [-0.946, 3.133, 0.542]],
  "e_above_lowest_ev": 0.732,
  "e_tot_ev": -21277.17976,
  "charge": 0,
  "molar_mass_g_mol": 210.16
}

No. 6
{
  "formula": "C9H7FO",
  "method": "the ωB97M-V functional and the def2-TZVPD basis",
  "species": ["C", "H", "F", "H", "C", "H", "C", "C", "H", "C", "C", "C", "O", "C", "H", "C", "H", "H"],
  "positions_angstrom": [[-1.573, 0.189, -1.982], [1.667, -0.163, -2.482], [-0.652, -1.861, -2.793], [1.695, -1.192, 2.977], [-1.375, 0.950, 0.180], [1.984, -1.089, 1.309], [0.364, 0.241, 1.872], [0.774, -0.180, -1.838], [-2.668, 1.921, -1.234], [-1.915, 1.103, -1.088], [-0.565, -0.669, -2.201], [1.201, -1.033, 2.064], [-0.154, 0.781, 2.843], [0.917, 0.240, -0.608], [-1.869, 1.313, 1.055], [-0.101, 0.491, 0.449], [1.894, 0.653, -0.370], [0.374, -1.695, 1.848]],
  "e_above_lowest_ev": 0.000,
  "e_tot_ev": -14207.53263,
  "charge": 0,
  "molar_mass_g_mol": 150.15
}

No. 7
{
  "formula": "C9H7MgN4OS2",
  "method": "the ωB97M-V functional and the def2-TZVPD basis",
  "species": ["C", "C", "C", "C", "H", "S", "C", "O", "C", "H", "H", "N", "N", "N", "H", "C", "H", "N", "S", "H", "H", "C", "Mg", "C"],
  "positions_angstrom": [[-3.148, -1.462, -1.133], [1.105, -1.103, -2.540], [0.740, 0.758, 0.660], [0.716, -0.857, -1.202], [-0.853, 1.560, 4.879], [-2.188, -1.097, 3.025], [2.278, 1.000, -2.734], [0.147, -1.805, -0.565], [1.869, -0.239, -3.266], [1.088, 1.753, 1.033], [2.136, -0.485, -4.289], [-2.746, -2.138, -0.265], [-0.253, 0.757, 2.615], [-1.581, 0.958, 4.471], [2.906, 1.660, -3.282], [-1.254, 0.295, 3.320], [-2.199, 0.533, 5.117], [-0.056, 0.127, 1.451], [-3.699, -0.342, -2.212], [2.278, 2.143, -0.950], [0.838, -2.082, -2.861], [1.943, 1.213, -1.400], [-1.182, -1.540, 0.785], [1.118, 0.392, -0.658]],
  "e_above_lowest_ev": 0.000,
  "e_tot_ev": -44575.28583,
  "charge": -1,
  "molar_mass_g_mol": 275.62
}

No. 8
{
  "formula": "C9H7N3",
  "method": "the ωB97M-V functional and the def2-TZVPD basis",
  "species": ["N", "H", "C", "N", "C", "C", "H", "H", "C", "C", "C", "H", "H", "C", "C", "H", "H", "N", "C"],
  "positions_angstrom": [[1.656, 1.669, -0.499], [3.745, 1.466, 0.826], [-2.017, -1.170, -0.136], [0.516, 1.462, -1.021], [-1.916, 0.404, -1.882], [-3.137, -0.362, -1.934], [2.751, 1.357, 2.305], [-3.913, -0.215, -2.699], [-3.252, -1.280, -0.957], [0.818, -0.053, 0.550], [1.879, 0.757, 0.516], [-1.573, 1.069, -2.598], [0.731, -1.001, 1.101], [-1.620, -1.660, 0.970], [3.086, 0.743, 1.347], [3.631, -0.254, 1.559], [-4.152, -1.798, -0.688], [-0.052, 0.394, -0.413], [-1.269, -0.137, -0.810]],
  "e_above_lowest_ev": 6.476,
  "e_tot_ev": -13910.28971,
  "charge": 0,
  "molar_mass_g_mol": 157.18
}

No. 9
{
  "formula": "C9H7N3O",
  "method": "the ωB97M-V functional and the def2-TZVPD basis",
  "species": ["C", "N", "H", "C", "C", "N", "C", "C", "H", "C", "H", "H", "O", "C", "H", "C", "H", "N", "C", "H"],
  "positions_angstrom": [[-2.024, -3.727, -0.376], [-0.876, -3.743, -0.855], [1.266, 2.378, 2.271], [1.323, 1.554, -1.102], [0.125, 0.678, 1.257], [-1.009, -1.201, 0.028], [1.588, 2.251, 0.149], [0.939, 1.864, 1.312], [-2.596, -4.680, -0.420], [-2.184, -1.546, -0.035], [1.687, 2.000, -1.978], [2.713, 4.116, 0.805], [2.482, 3.884, -1.178], [2.349, 3.507, -0.060], [-2.855, -0.670, -0.077], [0.499, 0.567, -0.957], [-0.171, -4.463, -0.867], [-2.764, -2.710, -0.093], [-0.165, -0.107, 0.098], [-0.326, 0.048, 2.081]],
  "e_tot_ev": -15936.85880,
  "charge": 2,
  "molar_mass_g_mol": 173.18
}